Density functional theory data (ωB97M-V with the def2-TZVPD basis set) for a structure of composition C23H42B2BaF4N6O4P.

```
83
C23H42B2BaF4N6O4P ωB97M-V with the def2-TZVPD basis set
Ba -0.27 -0.89 -0.50
C -0.32 -1.79 4.34
C -0.43 -1.85 2.85
N 0.25 -1.15 2.03
O 1.09 -0.16 2.51
B 0.41 1.16 2.70
F 1.31 1.96 3.39
F -0.80 0.96 3.37
O 0.12 1.96 1.42
N -0.92 1.45 0.65
C -2.12 1.76 0.97
C -2.52 2.76 2.01
C -3.21 0.95 0.30
N -2.79 -0.12 -0.26
O -3.72 -1.00 -0.71
B -3.16 -2.37 -0.91
F -4.08 -3.13 -1.54
F -1.93 -2.23 -1.71
O -2.77 -3.06 0.37
N -1.75 -2.43 0.99
C -1.49 -2.72 2.21
C -2.23 -3.74 3.02
C -4.65 1.32 0.47
H 0.51 -1.15 4.63
H -0.17 -2.80 4.74
H -1.24 -1.39 4.77
H -1.64 3.27 2.40
H -3.02 2.26 2.83
H -3.22 3.48 1.58
H -2.99 -4.22 2.41
H -2.71 -3.27 3.89
H -1.54 -4.50 3.40
H -4.82 2.36 0.20
H -4.95 1.19 1.51
H -5.26 0.67 -0.14
C 2.23 -0.32 -4.04
N 1.10 -0.99 -3.39
C -0.11 -0.71 -4.15
C 1.34 -2.44 -3.37
C 2.37 -2.87 -2.33
N 1.81 -2.99 -0.99
C 2.84 -2.89 0.04
C 1.06 -4.24 -0.83
H 2.40 -0.71 -5.05
H 3.15 -0.44 -3.47
H 2.03 0.75 -4.13
H -0.03 -1.06 -5.19
H -0.30 0.37 -4.18
H -0.97 -1.21 -3.70
H 1.65 -2.78 -4.37
H 0.39 -2.93 -3.16
H 3.19 -2.15 -2.29
H 2.82 -3.83 -2.64
H 3.59 -3.69 -0.05
H 2.39 -2.96 1.03
H 3.35 -1.93 -0.04
H 1.72 -5.11 -0.93
H 0.27 -4.31 -1.58
H 0.59 -4.27 0.15
C 4.90 0.37 0.70
C 4.84 0.56 -0.68
C 3.98 1.51 -1.21
C 3.18 2.27 -0.35
C 3.25 2.08 1.03
C 4.10 1.12 1.55
H 5.57 -0.37 1.11
H 5.47 -0.02 -1.34
H 3.94 1.65 -2.28
H 2.62 2.65 1.70
H 4.13 0.96 2.61
C 0.82 2.66 -2.04
P 2.09 3.49 -1.06
C 1.34 4.52 0.19
C 3.04 4.52 -2.17
H 0.48 3.30 -2.85
H -0.03 2.38 -1.42
H 1.27 1.76 -2.46
H 0.65 5.21 -0.30
H 2.11 5.08 0.71
H 0.79 3.88 0.88
H 2.40 5.26 -2.65
H 3.51 3.91 -2.94
H 3.83 5.02 -1.60
```

## Properties
Strongest force on any atom (eV/A): 2.28
Net charge: +1
Relative energy (zero: lowest compared OMol25 entry of this formula, charge and spin) (kJ/mol): 49.9
Multiplicity: 1

Charge distribution, Löwdin scheme, values in e:
1 Ba 1.983
2 C 0.008
3 C -0.251
4 N -0.123
5 O -0.002
6 B -1.117
7 F 0.156
8 F 0.156
9 O -0.080
10 N -0.107
11 C -0.247
12 C 0.004
13 C -0.243
14 N -0.076
15 O 0.053
16 B -1.073
17 F 0.213
18 F -0.130
19 O 0.053
20 N -0.089
21 C -0.243
22 C 0.006
23 C 0.003
24 H 0.091
25 H 0.095
26 H 0.104
27 H 0.088
28 H 0.106
29 H 0.094
30 H 0.086
31 H 0.094
32 H 0.096
33 H 0.090
34 H 0.100
35 H 0.087
36 C -0.102
37 N -0.315
38 C -0.099
39 C -0.200
40 C -0.193
41 N -0.359
42 C -0.087
43 C -0.085
44 H 0.102
45 H 0.069
46 H 0.071
47 H 0.102
48 H 0.084
49 H 0.072
50 H 0.132
51 H 0.107
52 H 0.105
53 H 0.134
54 H 0.100
55 H 0.085
56 H 0.068
57 H 0.100
58 H 0.086
59 H 0.086
60 C -0.057
61 C -0.074
62 C -0.090
63 C -0.306
64 C -0.052
65 C -0.031
66 H 0.118
67 H 0.115
68 H 0.098
69 H 0.097
70 H 0.127
71 C -0.146
72 P 0.911
73 C -0.147
74 C -0.162
75 H 0.076
76 H 0.039
77 H 0.024
78 H 0.077
79 H 0.081
80 H 0.047
81 H 0.070
82 H 0.061
83 H 0.075



Density functional theory data (ωB97M-V with the def2-TZVPD basis set) for a structure of composition C25H30Br2N5O2Se2Ta.

```
67
C25H30Br2N5O2Se2Ta ωB97M-V with the def2-TZVPD basis set
Ta 0.04 0.32 -0.21
Br 0.57 -6.40 -1.63
C 0.41 -4.59 -1.26
C -0.62 -3.84 -1.80
C -0.70 -2.50 -1.48
N 0.18 -1.91 -0.65
C 1.20 -2.62 -0.15
C 1.34 -3.97 -0.43
C 2.15 -1.86 0.69
C 3.25 -2.46 1.29
C 4.08 -1.70 2.09
Br 5.56 -2.47 2.90
C 3.79 -0.35 2.28
C 2.69 0.17 1.64
N 1.88 -0.55 0.84
H -1.35 -4.28 -2.47
H -1.50 -1.88 -1.87
H 2.15 -4.55 -0.01
H 3.46 -3.51 1.15
H 4.40 0.27 2.92
H 2.41 1.20 1.80
O -5.86 2.59 -1.07
C -5.28 1.97 0.06
C -4.04 1.18 -0.41
C -4.57 0.02 -1.27
O -3.58 -0.47 -2.18
C -3.36 0.73 0.89
Se -2.07 -0.69 0.59
C -3.20 2.15 -1.22
Se -1.32 1.78 -1.72
H -6.66 3.06 -0.81
H -5.98 1.26 0.53
H -4.98 2.70 0.81
H -5.42 0.39 -1.84
H -4.91 -0.79 -0.62
H -4.03 -0.76 -2.98
H -4.10 0.30 1.57
H -2.87 1.57 1.39
H -3.12 3.11 -0.70
H -3.66 2.34 -2.18
N 1.29 0.06 -2.22
C 2.76 0.29 -2.37
C 3.10 1.76 -2.24
C 2.92 2.30 -0.84
N 1.50 2.24 -0.39
H 1.09 -0.88 -2.55
H 0.81 0.67 -2.88
H 3.07 -0.08 -3.35
H 3.28 -0.29 -1.61
H 2.50 2.35 -2.96
H 4.14 1.91 -2.54
H 3.26 3.34 -0.79
H 3.53 1.73 -0.14
H 0.95 2.86 -0.99
H 1.44 2.67 0.53
N -0.85 4.06 6.38
C -0.71 3.51 5.39
C -0.54 2.81 4.14
C -0.69 3.49 2.94
C -0.52 2.80 1.74
C -0.21 1.43 1.70
C -0.10 0.78 2.93
C -0.25 1.45 4.13
H -0.93 4.54 2.94
H -0.68 3.36 0.82
H 0.09 -0.29 2.97
H -0.16 0.92 5.07
```

## Properties
Strongest force on any atom (eV/A): 0.40
Net charge: +2
Relative energy (zero: lowest compared OMol25 entry of this formula, charge and spin) (kJ/mol): 0.0
Multiplicity: 1

Charge distribution, Löwdin scheme, values in e:
1 Ta 1.262
2 Br 0.915
3 C -0.657
4 C -0.047
5 C -0.150
6 N -0.139
7 C -0.189
8 C -0.020
9 C -0.185
10 C -0.022
11 C -0.657
12 Br 0.919
13 C -0.047
14 C -0.118
15 N -0.011
16 H 0.128
17 H 0.084
18 H 0.114
19 H 0.115
20 H 0.129
21 H 0.112
22 O -0.035
23 C -0.211
24 C -0.555
25 C -0.204
26 O -0.125
27 C -0.430
28 Se 0.867
29 C -0.423
30 Se 0.729
31 H 0.115
32 H 0.142
33 H 0.140
34 H 0.136
35 H 0.133
36 H 0.106
37 H 0.086
38 H 0.068
39 H 0.080
40 H 0.079
41 N -0.086
42 C -0.201
43 C -0.166
44 C -0.202
45 N -0.086
46 H 0.090
47 H 0.045
48 H 0.131
49 H 0.114
50 H 0.130
51 H 0.134
52 H 0.135
53 H 0.103
54 H 0.036
55 H 0.065
56 N 0.193
57 C -0.164
58 C -0.214
59 C -0.009
60 C -0.153
61 C -0.402
62 C -0.155
63 C -0.006
64 H 0.131
65 H 0.081
66 H 0.090
67 H 0.131



Density functional theory data (ωB97M-V with the def2-TZVPD basis set) for a cluster of 2 separate species, C9H14OS in total.

```
25
C9H14OS ωB97M-V with the def2-TZVPD basis set
C 0.64 -3.15 -0.47
C 0.20 -1.83 0.19
S 0.24 -3.10 -2.31
H 1.71 -3.32 -0.47
H 0.00 -3.99 -0.16
H 0.51 -0.96 -0.37
H -1.01 -2.60 -2.34
H 0.46 -1.94 1.24
H -0.90 -1.94 0.18
C 1.39 1.07 -1.70
C 0.23 1.62 1.79
C 1.02 1.48 0.67
C -1.18 1.68 1.72
C 0.37 1.41 -0.61
C -1.79 1.51 0.49
C -0.98 1.45 -0.65
O -1.86 2.20 2.77
H 0.75 1.77 2.74
H 2.05 1.28 0.94
H -2.45 1.66 3.29
H -2.87 1.53 0.43
H 2.31 0.68 -1.27
H 1.54 1.96 -2.29
H -1.52 1.38 -1.59
H 1.13 0.16 -2.23
```

## Properties
Strongest force on any atom (eV/A): 4.48
Net charge: +1
Relative energy (zero: lowest compared OMol25 entry of this formula, charge and spin) (kJ/mol): 158.7
Multiplicity: 2
⟨S²⟩: 0.753

Charge distribution, Löwdin scheme, values in e:
1 C -0.422
2 C -0.117
3 S 1.109
4 H 0.087
5 H 0.105
6 H 0.039
7 H -0.045
8 H 0.109
9 H 0.094
10 C -0.050
11 C -0.013
12 C -0.048
13 C -0.326
14 C -0.299
15 C -0.002
16 C -0.069
17 O 0.056
18 H 0.123
19 H 0.114
20 H 0.108
21 H 0.120
22 H 0.076
23 H 0.089
24 H 0.115
25 H 0.048